(1)
{
  "formula": "C15H31CoNO2P2",
  "method": "wB97M-V/def2-TZVPD",
  "s_squared": 3.769,
  "e_above_lowest_kcal_mol": 0.0,
  "homo_ev": [-7.2334, -8.3177],
  "e_lumo_ev": [0.41, 0.20],
  "multiplicity": 4,
  "homo_lumo_gap_ev": [7.65, 8.52],
  "symbols": ["Co", "P", "P", "O", "O", "N", "C", "C", "C", "C", "C", "C", "C", "C", "C", "C", "C", "C", "C", "C", "C", "H", "H", "H", "H", "H", "H", "H", "H", "H", "H", "H", "H", "H", "H", "H", "H", "H", "H", "H", "H", "H", "H", "H", "H", "H", "H", "H", "H", "H", "H", "H"],
  "positions_angstrom": [[3.531, -0.077, 0.027], [-1.615, 1.729, 0.154], [-1.796, -1.525, -0.236], [4.303, -2.097, 0.249], [5.583, -1.729, -1.560], [4.642, -1.433, -0.811], [-3.256, 0.938, -0.339], [0.715, -0.243, -1.597], [-2.337, -3.171, 0.303], [0.863, -1.415, 1.593], [1.196, -2.009, 0.281], [1.438, -1.368, -0.898], [1.910, 1.505, -0.197], [-3.376, -0.520, 0.036], [-1.921, 3.445, -0.344], [-2.091, -1.761, -2.036], [0.533, 0.080, 1.433], [1.298, 1.187, -1.498], [-2.146, 1.943, 1.905], [1.658, 0.972, 1.069], [4.763, 1.023, 0.867], [-0.022, -1.908, 2.039], [5.134, 0.469, 1.748], [-3.110, -2.188, -2.134], [5.615, 1.203, 0.190], [2.557, 2.380, -0.226], [1.691, -1.542, 2.330], [4.285, 1.956, 1.175], [-3.096, 2.514, 1.859], [-1.535, -3.892, 0.111], [-3.235, -3.457, -0.264], [-2.865, 3.765, 0.117], [-0.246, 0.124, 0.655], [2.086, -1.902, -1.594], [-0.340, -0.196, -1.336], [-4.003, 1.550, 0.176], [2.152, 1.481, 1.892], [-2.025, -0.820, -2.593], [-1.094, 4.071, 0.015], [0.690, -0.494, -2.663], [1.537, -3.043, 0.341], [-2.303, 0.992, 2.423], [-1.341, -2.459, -2.436], [-4.133, -1.031, -0.570], [-3.363, 1.074, -1.419], [-2.546, -3.180, 1.374], [-3.636, -0.623, 1.092], [-1.969, 3.526, -1.432], [0.503, 1.906, -1.781], [-1.389, 2.525, 2.450], [2.068, 1.286, -2.286], [0.034, 0.436, 2.346]],
  "forces_ev_per_angstrom": [[-1.794, -1.078, -0.384], [-1.217, -0.149, -0.151], [-1.190, 0.548, -0.112], [1.064, 0.384, -1.576], [-1.906, -0.074, 1.957], [1.289, -1.083, -0.883], [0.645, 0.829, -0.254], [0.116, 0.977, -0.334], [-0.389, -0.337, -0.041], [-0.853, 0.781, 0.828], [1.533, 0.180, -0.664], [-0.407, -0.899, -0.180], [-0.447, 0.194, 2.277], [0.418, -1.013, 0.202], [-0.278, 0.356, -0.034], [-0.115, -0.390, -0.148], [-0.631, -1.190, 0.062], [-0.281, -0.794, -1.136], [0.108, 0.415, 0.174], [-0.070, 1.513, -1.876], [1.815, 1.114, 1.026], [0.361, 0.094, -0.098], [0.024, 0.340, -0.161], [0.561, 0.157, -0.264], [-0.155, 0.160, 0.380], [0.224, -0.258, 0.131], [-0.288, -0.234, -0.667], [0.411, 0.159, 0.084], [0.470, -0.314, 0.356], [-0.153, 0.084, -0.017], [0.149, -0.180, 0.309], [0.160, 0.309, -0.312], [0.847, -0.149, 0.632], [-0.435, -0.401, 0.051], [0.410, 0.027, 0.371], [-0.264, -0.142, -0.307], [0.295, -0.209, -0.089], [-0.055, -0.209, 0.133], [-0.244, -0.075, -0.066], [0.178, -0.067, 0.069], [0.416, 0.235, -0.019], [0.041, 0.150, -0.115], [-0.268, 0.166, -0.026], [-0.228, 0.186, 0.273], [-0.104, 0.015, 0.001], [-0.042, -0.023, -0.051], [-0.099, -0.028, -0.007], [-0.055, 0.083, 0.080], [0.413, -0.183, 0.311], [-0.281, -0.141, 0.001], [-0.115, 0.103, 0.350], [0.416, 0.063, -0.089]],
  "mulliken_charge": [0.567, 1.589, 1.403, -0.403, -0.570, 0.360, -1.425, 0.603, -1.401, -1.313, 0.064, -0.803, -0.577, -1.329, -1.365, -1.534, 1.291, -1.091, -1.745, -0.384, -1.445, 0.496, 0.313, 0.534, 0.364, 0.550, 0.447, 0.321, 0.545, 0.360, 0.419, 0.442, -2.282, 0.648, -1.512, 0.626, 0.492, 0.362, 0.369, 0.768, 0.333, 0.366, 0.319, 0.581, 0.384, 0.394, 0.402, 0.387, 0.526, 0.377, 0.428, 0.746]
}



(2)
{
  "formula": "C15H31F5OP2SrTe",
  "method": "wB97M-V/def2-TZVPD",
  "e_above_lowest_kcal_mol": 88.8,
  "homo_ev": [-5.2872, -5.5972],
  "e_lumo_ev": [-1.76, -1.22],
  "homo_lumo_gap_ev": [3.52, 4.37],
  "symbols": ["Te", "Sr", "P", "P", "F", "F", "F", "F", "F", "O", "C", "C", "C", "C", "C", "C", "C", "C", "C", "C", "C", "C", "C", "C", "C", "H", "H", "H", "H", "H", "H", "H", "H", "H", "H", "H", "H", "H", "H", "H", "H", "H", "H", "H", "H", "H", "H", "H", "H", "H", "H", "H", "H", "H", "H", "H"],
  "positions_angstrom": [[-0.199, 1.556, 6.880], [0.439, 0.023, 4.240], [0.195, 2.143, -2.146], [0.053, -1.993, -2.137], [0.901, 2.883, 7.699], [-1.842, 2.426, 7.291], [-0.286, 0.613, 8.585], [1.467, 0.362, 6.411], [-1.201, -0.071, 6.026], [-0.051, 2.177, 5.127], [-1.589, -0.975, 0.280], [-0.280, -0.579, -3.242], [-1.271, 2.971, -2.820], [-0.014, 1.872, -0.388], [0.906, -1.509, -0.509], [-0.504, -1.837, -0.313], [1.544, -2.833, -2.782], [1.668, -0.202, -0.334], [-2.054, 0.281, -0.506], [-1.423, 1.541, -0.166], [0.569, 0.722, -3.227], [1.038, 0.983, 0.386], [1.538, 3.330, -2.355], [-1.237, -3.245, -2.497], [0.511, -2.662, 4.257], [0.587, -3.042, 3.226], [-2.049, 2.352, 0.203], [-1.362, -0.356, -3.253], [-0.426, -2.991, 4.734], [1.863, 1.657, 0.683], [2.107, 0.102, -1.296], [-0.102, -1.037, -4.234], [-2.477, -1.617, 0.393], [-2.228, -2.775, -2.574], [1.644, 0.502, -3.145], [1.610, 3.975, -1.468], [-1.312, -0.686, 1.313], [1.879, -3.605, -2.073], [-3.133, 0.412, -0.286], [2.367, -2.121, -2.936], [1.562, -2.340, -0.206], [-2.062, 2.244, -3.058], [-0.640, -2.873, 0.032], [-1.266, -4.000, -1.697], [0.451, 1.163, -4.233], [0.570, 0.643, 1.326], [1.381, -2.982, 4.852], [-1.983, 0.080, -1.592], [2.559, -0.468, 0.270], [2.488, 2.802, -2.512], [0.135, 2.899, 0.015], [1.320, 3.954, -3.233], [-1.667, 3.696, -2.092], [1.317, -3.318, -3.739], [-0.997, 3.510, -3.738], [-1.011, -3.754, -3.442]],
  "forces_ev_per_angstrom": [[0.015, 0.162, -0.123], [0.081, -0.799, 0.536], [0.354, 0.188, -0.569], [0.229, -0.023, 4.646], [0.222, 0.535, 0.173], [-0.463, 0.428, 0.113], [-0.083, -0.353, 0.818], [0.304, -0.201, -0.355], [-0.124, -0.176, -0.319], [-0.026, 0.341, -0.314], [-0.118, -0.192, 0.564], [-0.375, 0.170, -0.582], [-0.266, -0.078, 0.066], [0.553, 0.162, 1.296], [2.960, 0.498, -1.628], [-3.047, -0.191, -1.085], [-0.059, -0.636, -1.432], [0.671, -0.444, 0.734], [-1.184, -0.760, 0.095], [-0.640, 0.945, 0.577], [0.111, -0.315, -0.546], [0.273, 0.505, -0.228], [0.239, 0.028, -0.321], [0.024, -0.607, -1.726], [0.079, 0.538, -0.486], [-0.029, -0.429, 0.257], [0.148, -0.225, 0.009], [0.537, -0.132, 0.037], [0.298, -0.004, -0.192], [-0.363, -0.189, -0.134], [-0.049, 0.225, 0.288], [0.005, 0.169, 0.309], [0.301, 0.230, -0.038], [0.284, -0.020, 0.164], [-0.409, 0.055, 0.093], [-0.021, -0.223, -0.271], [-0.251, 0.065, -0.189], [-0.235, 0.295, -0.175], [0.515, -0.133, -0.265], [-0.227, -0.077, 0.197], [-0.228, 0.394, 0.127], [0.247, 0.225, 0.167], [0.205, 0.449, 0.212], [0.169, 0.403, -0.277], [0.041, 0.025, 0.245], [-0.001, 0.214, -0.523], [-0.273, -0.032, -0.213], [-0.107, -0.072, 0.452], [-0.345, 0.292, -0.209], [-0.173, 0.213, 0.118], [-0.095, -0.407, -0.317], [0.209, -0.177, 0.240], [0.166, -0.265, -0.205], [0.316, -0.134, -0.033], [0.001, -0.237, 0.253], [-0.366, -0.223, -0.030]],
  "mulliken_charge": [1.879, 1.545, 1.187, 1.030, -0.485, -0.482, -0.479, -0.694, -0.677, -1.009, -1.068, -1.469, -1.420, 0.692, -0.528, -0.373, -1.565, -0.939, -0.212, -1.629, -1.242, -0.927, -1.400, -1.527, -1.500, 0.254, 0.483, 0.684, 0.340, 0.666, 0.217, 0.641, 0.590, 0.372, 0.562, 0.397, 0.029, 0.423, 0.465, 0.352, 0.727, 0.371, 0.814, 0.412, 0.646, -0.376, 0.332, -0.125, 0.596, 0.422, 0.734, 0.451, 0.404, 0.465, 0.490, 0.453]
}



(3)
{
  "formula": "C15H31IP2Pd",
  "method": "wB97M-V/def2-TZVPD",
  "s_squared": 6.014,
  "e_above_lowest_kcal_mol": 0.0,
  "homo_ev": [-11.3618, -14.9008],
  "e_lumo_ev": [-6.52, -10.40],
  "multiplicity": 5,
  "homo_lumo_gap_ev": [4.84, 4.50],
  "total_charge": 2,
  "symbols": ["I", "Pd", "P", "P", "C", "C", "C", "C", "C", "C", "C", "C", "C", "C", "C", "C", "C", "C", "C", "H", "H", "H", "H", "H", "H", "H", "H", "H", "H", "H", "H", "H", "H", "H", "H", "H", "H", "H", "H", "H", "H", "H", "H", "H", "H", "H", "H", "H", "H", "H"],
  "positions_angstrom": [[2.577, 1.202, -1.578], [2.241, -0.493, -3.704], [1.910, 1.278, -4.946], [1.827, -2.071, -5.105], [-1.759, 1.332, -2.092], [1.945, 0.310, -6.551], [0.654, -3.413, -4.699], [-3.784, 1.342, -4.467], [1.049, -0.958, -6.384], [-1.529, -0.086, -2.724], [-4.442, 0.717, -3.219], [-2.067, 2.470, -2.993], [-4.015, -0.683, -2.929], [-2.728, -1.002, -2.729], [-2.791, 2.396, -4.123], [3.138, 2.614, -4.690], [2.615, -1.742, -2.186], [0.497, 2.373, -5.359], [3.153, -2.926, -6.039], [0.502, -4.067, -5.562], [2.984, 0.003, -6.768], [-0.431, 1.814, -5.569], [-4.612, 1.809, -5.022], [1.918, -1.460, -1.394], [1.555, 0.980, -7.328], [3.641, -1.356, -2.014], [3.142, 3.216, -5.607], [-1.058, -0.001, -3.718], [0.838, 2.891, -6.279], [-2.705, 3.214, -4.834], [-3.325, 0.609, -5.153], [1.072, -3.997, -3.870], [2.773, 3.194, -3.829], [0.313, 3.095, -4.544], [3.509, -3.777, -5.440], [2.660, -2.806, -2.449], [-0.822, 1.578, -1.557], [2.814, -3.290, -7.025], [-5.529, 0.750, -3.315], [-1.773, 3.452, -2.582], [4.139, 2.244, -4.446], [-0.311, -3.013, -4.379], [0.974, -1.504, -7.339], [-2.557, 1.216, -1.335], [-2.459, -2.054, -2.578], [-0.748, -0.575, -2.107], [-4.225, 1.341, -2.356], [4.001, -2.241, -6.169], [-4.835, -1.410, -2.799], [0.034, -0.716, -6.007]],
  "forces_ev_per_angstrom": [[0.274, 1.234, 1.482], [0.902, 1.469, 0.014], [-1.109, 0.968, -1.190], [-0.519, -1.705, -3.306], [1.109, -0.917, -0.385], [0.123, 0.000, 0.188], [-0.014, 0.141, -0.007], [-0.539, 0.507, 0.820], [0.116, -0.350, -0.130], [0.002, 0.393, 0.236], [-0.251, -0.159, -0.133], [0.680, -0.106, 3.009], [0.090, -0.092, 0.504], [0.085, -0.798, -0.308], [-1.452, -0.134, -2.416], [0.151, -0.507, -0.408], [0.964, -1.448, 3.430], [-0.153, 0.079, 0.058], [0.074, -0.044, -0.015], [0.027, 0.054, 0.111], [-0.465, 0.256, -0.092], [0.419, 0.131, -0.019], [0.511, 0.036, -0.306], [0.166, -0.627, 0.251], [0.275, -0.310, -0.082], [-0.382, -0.248, -0.038], [0.225, 0.146, 0.346], [-0.171, 0.029, 0.096], [-0.501, 0.000, 0.532], [0.143, 0.024, -0.100], [-0.007, 0.037, 0.011], [-0.094, 0.066, -0.219], [0.047, 0.007, -0.375], [0.116, -0.186, -0.429], [-0.073, 0.190, -0.200], [-0.452, 0.315, 0.008], [-0.537, 0.090, 0.038], [0.084, 0.102, 0.420], [0.148, 0.047, -0.185], [-0.072, -0.323, -0.553], [-0.212, 0.053, -0.210], [0.104, 0.009, -0.023], [-0.156, 0.382, 0.219], [0.268, 0.397, 0.070], [-0.297, 0.347, 0.067], [-0.414, 0.305, -0.264], [-0.221, 0.205, 0.073], [-0.213, -0.216, -0.046], [0.775, 0.156, -0.199], [0.428, -0.006, -0.347]],
  "mulliken_charge": [0.152, -0.205, 1.072, 0.809, -0.850, -1.110, -1.084, -0.406, -0.860, 0.661, -0.983, -0.399, -0.516, -0.581, -0.092, -1.178, -1.642, -1.256, -1.275, 0.406, 0.347, 0.246, 0.440, 0.423, 0.532, 0.596, 0.421, -0.325, 0.551, 0.494, 0.290, 0.387, 0.416, 0.335, 0.390, 0.431, 0.333, 0.405, 0.482, 0.420, 0.373, 0.238, 0.527, 0.532, 0.470, 0.233, 0.388, 0.386, 0.425, 0.152]
}



(4)
{
  "formula": "C15H31N6OPt",
  "method": "wB97M-V/def2-TZVPD",
  "s_squared": 2.005,
  "homo_ev": [-8.9619, -10.7942],
  "e_lumo_ev": [-1.99, -3.34],
  "multiplicity": 3,
  "homo_lumo_gap_ev": [6.97, 7.46],
  "total_charge": 1,
  "symbols": ["Pt", "O", "N", "N", "N", "N", "N", "N", "C", "C", "C", "C", "C", "C", "C", "C", "C", "C", "C", "C", "C", "C", "C", "H", "H", "H", "H", "H", "H", "H", "H", "H", "H", "H", "H", "H", "H", "H", "H", "H", "H", "H", "H", "H", "H", "H", "H", "H", "H", "H", "H", "H", "H", "H"],
  "positions_angstrom": [[-0.918, 0.405, -0.418], [-1.233, -0.858, -2.920], [-2.658, -0.982, 0.133], [3.407, -0.809, -0.335], [1.378, -1.923, -0.590], [1.358, 0.267, 0.136], [-2.626, 1.884, 0.223], [-1.149, 0.443, 2.033], [-2.386, -1.631, 1.424], [-1.499, 1.808, 2.452], [-1.049, 0.243, -2.447], [-1.991, 2.685, 1.279], [3.348, 1.630, -0.369], [3.385, -3.234, -0.748], [4.189, 0.404, -0.092], [-0.961, 1.460, -3.338], [-2.019, -0.633, 2.526], [4.150, -1.939, -0.900], [2.052, -0.776, -0.264], [2.080, 1.498, 0.451], [-3.855, 1.172, 0.612], [-3.915, -0.227, 0.005], [1.999, -3.025, -1.315], [-1.551, -1.183, 3.343], [-3.244, -2.223, 1.757], [-2.637, -1.683, -0.598], [1.381, -3.910, -1.180], [4.352, -1.748, -1.960], [-1.142, 3.187, 0.817], [-2.927, -0.194, 2.935], [-0.895, 1.163, -4.385], [0.402, -1.756, -0.779], [-0.633, 2.300, 2.892], [3.089, 1.668, -1.430], [2.340, 1.521, 1.517], [2.056, -2.817, -2.388], [-4.752, -0.772, 0.455], [-2.259, 1.768, 3.232], [4.545, 0.414, 0.942], [-2.791, 2.459, -0.591], [3.903, -4.035, -1.272], [-4.742, 1.715, 0.285], [-1.555, -2.317, 1.260], [3.900, 2.534, -0.113], [5.110, -1.993, -0.388], [-0.102, 2.072, -3.057], [-1.859, 2.069, -3.193], [-3.906, 1.129, 1.698], [1.411, 2.341, 0.268], [-4.114, -0.137, -1.063], [5.063, 0.374, -0.742], [-0.178, 0.237, 2.226], [-2.661, 3.456, 1.669], [3.310, -3.503, 0.308]],
  "forces_ev_per_angstrom": [[-0.387, 0.362, 0.126], [-0.063, -0.183, -0.097], [0.075, -0.013, -0.025], [0.037, 0.037, -0.034], [0.048, 0.079, 0.042], [0.131, -0.452, -0.169], [0.094, -0.058, 0.000], [0.249, 0.125, 0.068], [-0.026, 0.011, 0.035], [-0.085, -0.069, -0.150], [0.100, -0.074, 0.350], [-0.028, -0.075, 0.057], [-0.038, -0.035, -0.024], [-0.021, 0.025, 0.028], [-0.033, -0.074, -0.054], [0.007, 0.049, -0.078], [-0.052, 0.031, -0.211], [-0.032, 0.035, 0.081], [0.190, 0.075, -0.020], [-0.153, -0.049, 0.066], [0.019, -0.041, -0.025], [-0.010, 0.024, 0.031], [-0.022, 0.031, 0.060], [0.014, -0.022, 0.043], [-0.006, -0.033, -0.002], [0.043, -0.006, -0.070], [-0.039, -0.002, 0.009], [0.039, 0.030, -0.022], [0.027, 0.031, -0.046], [0.006, 0.039, 0.031], [-0.008, 0.018, -0.007], [-0.134, 0.035, -0.088], [0.033, 0.004, 0.040], [0.037, 0.040, 0.000], [-0.015, 0.028, 0.030], [-0.018, 0.016, -0.029], [0.002, -0.026, -0.022], [-0.035, -0.009, 0.046], [0.051, -0.007, 0.020], [-0.028, 0.060, -0.020], [0.000, -0.003, -0.010], [-0.017, 0.046, 0.044], [0.031, 0.001, -0.036], [-0.023, -0.002, 0.015], [0.013, 0.017, 0.039], [-0.022, -0.002, -0.005], [0.047, -0.017, 0.006], [0.027, 0.007, -0.006], [-0.019, 0.016, -0.011], [0.014, -0.023, -0.024], [0.002, -0.025, -0.027], [-0.006, 0.016, 0.054], [-0.035, 0.035, 0.003], [0.020, -0.023, -0.014]],
  "mulliken_charge": [1.585, -0.557, -0.482, 0.140, 0.010, -0.338, -0.334, -0.472, -0.981, -0.736, 0.597, -0.821, -0.844, -0.661, -0.749, -1.270, -0.790, -0.727, 0.352, -0.616, -0.634, -0.950, -0.697, 0.477, 0.433, 0.377, 0.404, 0.331, 0.407, 0.377, 0.380, -0.090, 0.412, 0.300, 0.294, 0.335, 0.397, 0.430, 0.251, 0.332, 0.367, 0.483, 0.426, 0.396, 0.453, 0.291, 0.252, 0.244, 0.247, 0.450, 0.489, 0.360, 0.372, 0.299]
}